Record 1
A single C21H27N3O6S molecule at a distorted geometry, computed with ωB97M-V with the def2-TZVPD basis set.

Structure (XYZ):
```
58
Properties=species:S:1:pos:R:3:forces:R:3:lowdin_charge:R:1
C -0.4076 3.5251 3.2053 0.23 0.07 0.13 -0.101
C 0.5163 3.3447 4.4041 -0.17 -0.10 0.07 -0.262
C 0.2855 2.0278 5.1476 0.10 -0.02 -0.12 -0.221
C 0.5781 0.7717 4.3257 0.05 0.29 0.23 -0.221
C 2.0665 0.5783 4.0387 -0.30 -0.20 -0.14 -0.169
C 2.3334 -0.6142 3.1179 0.27 0.04 0.50 -0.115
N 2.1740 -0.2656 1.7153 0.53 -0.21 -0.23 -0.029
N 1.0086 0.2278 1.3767 -0.81 0.42 -0.55 0.188
C 0.7529 0.6117 0.1647 0.52 -0.20 0.52 -0.130
C -0.6281 1.0937 -0.0466 -0.28 0.22 -0.02 -0.434
O -1.0541 1.6335 -1.0418 0.15 0.05 0.21 0.115
O -1.4039 0.8322 1.0180 0.00 -0.24 0.15 -0.009
C -2.7537 1.2609 0.9322 -0.34 0.49 -0.21 -0.050
C -3.5179 0.6638 -0.2521 0.20 -0.12 0.39 -0.466
O -4.4792 1.2135 -0.7362 -0.18 0.30 -0.06 0.088
N -3.0589 -0.5473 -0.6548 0.06 -0.36 0.17 0.106
C -3.3602 -1.0296 -1.9859 -0.71 0.17 0.03 -0.334
C -3.6008 -2.5494 -1.9941 -0.43 0.17 0.01 -0.159
C -2.2709 -3.2678 -1.8260 0.39 0.49 -0.23 -0.184
S -1.0082 -2.0110 -2.2582 0.13 -0.44 -0.60 0.711
O -0.1028 -2.4831 -3.2647 -0.09 -0.09 -0.30 -0.304
O -0.4264 -1.5382 -1.0231 -0.20 0.05 0.33 -0.302
C -2.1686 -0.7628 -2.8917 0.31 -0.51 0.37 -0.128
C 1.7199 0.4881 -0.8974 0.51 -0.12 0.05 -0.087
C 1.5059 0.8598 -2.2289 -0.05 0.07 -0.11 -0.009
C 2.4797 0.6365 -3.1752 -0.04 0.02 0.06 -0.051
C 3.6945 0.0500 -2.8254 0.07 -0.05 0.07 -0.056
C 3.9325 -0.3055 -1.5183 0.01 -0.01 0.08 0.003
C 2.9533 -0.0924 -0.5457 -0.32 0.21 -0.34 -0.056
C 3.2295 -0.4862 0.8344 0.15 -0.04 0.07 -0.349
O 4.2767 -0.9654 1.2274 0.06 -0.01 -0.16 0.074
H -0.2064 2.7774 2.4433 -0.03 -0.09 -0.14 0.047
H -0.2634 4.5087 2.7633 -0.05 0.07 -0.10 0.073
H -1.4479 3.4361 3.5118 -0.16 -0.02 -0.01 0.076
H 0.3486 4.1653 5.1063 0.10 0.03 -0.02 0.104
H 1.5544 3.4102 4.0745 0.07 0.08 0.04 0.096
H 0.9085 2.0183 6.0461 -0.05 -0.02 0.10 0.107
H -0.7576 1.9945 5.4712 -0.03 0.02 0.10 0.108
H 0.0321 0.8069 3.3847 -0.07 -0.08 0.09 0.075
H 0.2204 -0.0969 4.8846 -0.04 -0.09 -0.06 0.113
H 2.4816 1.4734 3.5743 0.13 0.05 0.01 0.112
H 2.5975 0.4163 4.9791 0.05 0.04 0.01 0.117
H 3.3628 -0.9643 3.2197 -0.26 0.00 -0.03 0.117
H 1.6483 -1.4323 3.3561 0.06 -0.02 -0.05 0.133
H -2.8065 2.3509 0.8367 -0.03 -0.20 0.00 0.144
H -3.2198 0.9543 1.8709 0.04 0.03 -0.12 0.146
H -2.1749 -0.8728 -0.2764 -0.18 0.22 0.13 0.110
H -4.2581 -0.4917 -2.3099 0.24 -0.14 -0.03 0.156
H -4.0575 -2.8156 -2.9481 0.01 -0.03 0.00 0.121
H -4.2995 -2.8105 -1.1993 0.01 -0.01 -0.07 0.124
H -2.0724 -3.5674 -0.8020 0.11 0.02 0.07 0.104
H -2.1439 -4.1127 -2.4932 0.09 -0.05 -0.05 0.102
H -2.3604 -0.9752 -3.9378 -0.01 -0.13 -0.13 0.118
H -1.7558 0.2322 -2.7560 0.15 -0.01 0.01 0.099
H 0.5736 1.3236 -2.5031 -0.03 0.01 -0.03 0.104
H 2.2999 0.9174 -4.2023 -0.04 0.03 -0.07 0.109
H 4.4459 -0.1231 -3.5809 0.07 -0.02 -0.05 0.106
H 4.8640 -0.7562 -1.2108 0.06 -0.03 0.01 0.120
```
Positions in Å, forces in eV/Å.

The orbital gap comes out at 8.68 eV. For the HOMO energy, the calculation gives -8.721 eV. For the energy relative to the best compared isomer or geometry (same formula, charge and spin), the calculation gives 0.549 eV. The value obtained for the lowest unoccupied orbital energy is 0.0 eV. As for the SMILES: CCCCCCn1nc(C(=O)OCC(=O)N[C@@H]2CCS(=O)(=O)C2)c2ccccc2c1=O.


Record 2
A gas-phase ion, C3H8NS (charge +1) at a distorted geometry, computed with ωB97M-V with the def2-TZVPD basis set.

Structure (XYZ):
```
13
Properties=species:S:1:pos:R:3:forces:R:3:lowdin_charge:R:1
C -0.2410 1.5909 0.3154 1.73 1.36 -1.04 -0.099
C -0.6674 0.1368 0.3597 -2.07 -0.08 2.51 -0.457
N 0.1560 -0.8047 -0.5009 -2.87 -0.62 -2.07 -0.008
C 0.9678 -1.3896 0.4919 2.58 -0.08 4.17 -0.411
S -0.0216 -0.8078 1.9592 -0.76 0.64 -2.00 0.899
H 0.8740 1.6206 0.0663 -1.12 0.07 0.95 0.108
H -0.4602 2.2174 1.2240 0.36 -1.29 -0.51 0.113
H -0.6247 2.2640 -0.4919 -0.40 -1.16 0.19 0.098
H -1.7948 -0.0054 0.3186 1.60 -0.04 -0.50 0.142
H 0.5771 -0.2745 -1.2315 0.93 0.40 -0.92 0.165
H -0.3659 -1.6359 -0.9833 0.52 2.21 0.98 0.245
H 0.9644 -2.4387 0.4086 0.34 -1.20 -0.12 0.082
H 1.9827 -0.9976 0.7776 -0.84 -0.22 -1.64 0.123
```
Positions in Å, forces in eV/Å.

Its net charge is +1. The orbital gap comes out at 9.88 eV. For the HOMO energy, the calculation gives -13.750 eV. For the energy relative to the best compared isomer or geometry (same formula, charge and spin), the calculation gives 1.277 eV. The value obtained for the lowest unoccupied orbital energy is -3.9 eV. As for the SMILES: C[C@H]1[NH2+]CS1.


Record 3
A gas-phase ion, C4H6N3 (charge +1) at a distorted geometry, computed with ωB97M-V with the def2-TZVPD basis set.

Structure (XYZ):
```
13
Properties=species:S:1:pos:R:3:forces:R:3:lowdin_charge:R:1
C 0.3916 -1.1620 1.2634 -1.45 -1.51 -3.19 0.144
C 0.0693 -0.6204 0.0705 -0.20 3.69 0.86 -0.118
C -0.5560 -1.0361 -1.2524 -0.16 -2.25 2.35 -0.151
N -0.8111 0.1678 -1.9712 0.53 0.64 -0.84 0.106
N -0.3919 1.2401 -1.4554 -0.58 0.18 -0.58 0.102
C 0.0829 1.0306 -0.1795 1.01 -3.52 3.22 -0.136
N 0.4691 1.9688 0.6709 -0.20 -1.69 -0.45 0.273
H 0.3438 -2.2265 1.4480 0.08 -0.32 -0.59 0.094
H 0.4593 -0.7046 2.1725 0.78 2.07 1.95 0.049
H 0.0518 -1.8414 -1.7425 -0.35 1.18 -0.38 0.164
H -1.5442 -1.6074 -1.0749 1.16 1.15 -0.35 0.179
H 0.7464 1.9086 1.6625 -0.37 -1.21 -0.76 0.169
H 0.6890 2.8825 0.3883 -0.26 1.59 -1.24 0.126
```
Positions in Å, forces in eV/Å.

Its net charge is +1. The orbital gap comes out at 8.42 eV. For the HOMO energy, the calculation gives -14.959 eV. For the energy relative to the best compared isomer or geometry (same formula, charge and spin), the calculation gives 3.253 eV. The value obtained for the lowest unoccupied orbital energy is -6.5 eV. As for the SMILES: C=C1CN=NC1=[NH2+].


Record 4
A molecular structure, C27H35BrF9INO2PS3Si2 at a distorted geometry, computed with ωB97M-V with the def2-TZVPD basis set.

Structure (XYZ):
```
82
Properties=species:S:1:pos:R:3:forces:R:3:lowdin_charge:R:1
C -5.7368 0.6349 -1.7253 0.15 0.09 -0.13 -0.031
C -4.5085 0.3799 -2.5969 -0.06 0.34 0.83 -0.477
F -4.9054 -0.0145 -3.8661 -0.07 -0.16 -0.37 -0.032
C -3.5386 -0.6526 -2.0228 0.26 0.36 -0.36 -0.242
Si -1.9377 0.1373 -1.4700 -1.23 -1.04 0.43 -0.075
Br -2.4925 1.5398 0.1723 0.25 -0.07 -0.34 0.448
O -0.9320 -1.0441 -0.9486 0.55 0.98 -0.15 -0.377
Si 0.7177 -0.7365 -0.7205 0.25 -0.51 0.03 0.445
C 1.0732 0.4826 0.6345 0.13 0.24 -0.09 -0.279
C 2.5957 0.7284 0.7996 -0.51 0.18 0.01 -0.303
C 2.8842 2.1989 0.5317 -0.35 -0.02 0.09 -0.482
S 4.5559 2.6538 1.0333 0.06 0.02 -0.19 0.953
C 5.3083 3.5844 -0.2405 0.39 0.29 -0.30 -1.152
S 6.8921 3.8663 -0.0724 0.23 -0.02 0.04 0.698
N 4.6093 4.1442 -1.3698 -1.33 -0.95 0.59 -0.074
C 4.2091 3.2033 -2.3674 0.16 -0.06 -0.32 -0.236
C 3.5230 3.6616 -3.4912 -0.16 0.00 -0.39 -0.030
C 3.1464 2.7998 -4.5103 0.13 -0.47 0.13 -0.085
C 3.4601 1.4445 -4.4514 0.19 0.11 0.57 -0.100
C 4.1478 0.9819 -3.3377 0.05 0.39 0.00 -0.087
C 4.5237 1.8458 -2.3107 0.03 -0.17 -0.18 -0.043
C 3.5940 5.0872 -0.9292 0.45 0.68 0.06 -0.234
C 4.0721 6.2819 -0.3895 -0.06 -0.06 0.07 -0.016
C 3.2026 7.2446 0.1001 -0.14 -0.13 -0.01 -0.075
C 1.8313 7.0378 0.0481 0.15 -0.51 -0.26 -0.082
C 1.3559 5.8605 -0.5229 0.10 0.12 0.12 -0.066
C 2.2226 4.8892 -1.0085 0.04 0.15 0.01 -0.072
C 1.5763 -2.4172 -0.6304 -0.83 0.21 0.43 -0.315
C 1.7796 -3.0857 0.7359 0.99 -0.19 -0.36 -0.793
C 3.0887 -2.6843 1.4362 -0.31 0.33 -0.48 -0.152
I 0.0794 -2.8847 2.0259 0.04 0.06 -0.13 1.057
P -1.0720 1.2934 -3.2157 0.73 1.32 0.60 0.255
S -0.2370 2.9483 -2.5445 -0.02 -0.14 -0.07 0.112
H -6.6276 0.4815 -2.3235 -0.17 -0.12 -0.05 0.083
H -5.7528 -0.0118 -0.8561 -0.13 -0.13 0.09 0.072
H -5.7506 1.6641 -1.3819 -0.01 0.11 0.11 0.075
H -4.0107 1.3437 -2.7202 0.10 0.09 -0.30 0.091
H -3.2862 -1.3365 -2.8343 0.04 -0.22 0.02 0.092
H -3.9893 -1.2095 -1.2077 0.02 -0.23 0.06 0.081
H 1.1960 -0.0901 -1.9701 -0.01 -0.03 -0.04 0.016
H 0.5997 0.2657 1.5854 -0.09 -0.18 0.09 0.057
H 0.6412 1.4278 0.2984 -0.28 0.03 -0.10 0.038
H 3.1593 0.1223 0.0924 0.37 -0.13 0.11 0.084
H 2.8731 0.4853 1.8208 0.29 -0.28 0.01 0.100
H 2.6787 2.3931 -0.5113 0.24 0.13 -0.20 0.058
H 2.1848 2.8005 1.1069 -0.03 0.16 0.09 0.088
H 3.2672 4.7038 -3.5936 0.03 0.17 0.14 0.122
H 2.5994 3.1583 -5.3663 -0.06 0.29 -0.07 0.103
H 3.1990 0.7517 -5.2344 -0.13 0.03 -0.20 0.095
H 4.4279 -0.0567 -3.2597 0.01 -0.17 -0.01 0.099
H 5.0792 1.4254 -1.4868 0.07 0.10 0.18 0.097
H 5.1388 6.4406 -0.3437 0.12 0.00 -0.03 0.107
H 3.5885 8.1583 0.5229 0.13 0.10 0.05 0.102
H 1.1427 7.7665 0.4401 -0.10 0.16 0.04 0.099
H 0.2937 5.6807 -0.5777 -0.16 -0.04 -0.05 0.099
H 1.8149 3.9989 -1.4564 -0.02 -0.08 -0.05 0.005
H 2.5146 -2.3567 -1.1777 0.26 -0.05 0.08 0.075
H 0.9370 -3.0852 -1.2097 -0.13 0.07 -0.23 0.077
H 1.8593 -4.1490 0.5515 -0.32 -0.23 0.11 0.058
H 2.9380 -1.9780 2.2425 0.06 -0.01 0.25 0.049
H 3.6355 -3.5589 1.7668 -0.05 -0.09 0.37 0.076
H 3.7133 -2.1912 0.6962 0.21 0.09 -0.04 0.066
H -0.1440 0.4580 -3.8682 -0.41 -0.20 -0.24 -0.053
H -2.0978 1.6183 -4.1200 0.00 -0.58 -0.21 -0.048
C -5.1975 -4.9675 2.9447 -0.38 0.44 -0.32 -0.042
C -5.3643 -6.4365 3.3616 0.56 0.03 -0.15 -0.444
C -5.7088 -6.7320 4.8235 -0.21 -0.18 0.13 -0.305
F -4.7671 -6.2663 5.6664 -0.02 0.02 -0.07 0.098
F -5.7888 -8.0738 4.9841 0.01 0.07 -0.03 0.098
F -4.2777 -7.1425 2.9853 -0.06 -0.01 0.07 0.136
F -6.4224 -6.9096 2.6423 -0.18 0.05 0.04 0.102
O -3.8904 -4.4281 2.8826 0.25 -0.48 0.25 0.047
C -3.2663 -3.9154 3.9884 -0.40 0.16 -0.18 -0.551
C -2.0377 -4.7343 4.3960 0.37 -0.25 0.04 -0.321
F -2.3630 -6.0282 4.5908 -0.05 0.07 0.00 0.099
F -1.5508 -4.2437 5.5589 -0.03 0.08 -0.03 0.096
F -4.1223 -3.7444 5.0124 0.08 -0.06 0.04 0.152
F -2.8106 -2.6869 3.6476 0.08 0.11 0.03 0.093
H -5.5331 -4.9392 1.9095 0.02 -0.07 -0.02 0.149
H -5.8732 -4.3160 3.4998 0.05 -0.12 0.21 0.147
H -6.6764 -6.2923 5.0823 0.03 0.03 -0.01 0.173
H -1.2612 -4.6748 3.6236 -0.25 -0.01 0.15 0.056
```
Positions in Å, forces in eV/Å.

The orbital gap comes out at 7.91 eV. For the HOMO energy, the calculation gives -8.066 eV. The value obtained for the lowest unoccupied orbital energy is -0.2 eV.


Record 5
A molecular structure, C3H7AgO3 at a distorted geometry, computed with ωB97M-V with the def2-TZVPD basis set.

Structure (XYZ):
```
14
Properties=species:S:1:pos:R:3:forces:R:3:mulliken_spin:R:1
O 0.3807 -1.6537 -0.7315 5.41 -1.05 1.39 0.348
C 1.4283 -1.2254 -0.0467 -1.67 -3.18 -2.48 0.031
C 1.3463 -0.1574 0.7767 -2.48 1.80 2.34 0.421
O 0.0320 0.2837 1.0122 4.05 0.28 1.34 0.121
C -0.1772 1.1368 2.1308 0.17 0.70 0.82 -0.001
Ag -1.1454 -0.4932 -0.4781 -3.79 -0.87 -1.47 0.051
H 2.3293 -1.8505 -0.0193 -0.12 0.34 -0.40 0.006
H 2.1106 0.2005 1.4624 -0.05 0.05 -0.35 0.016
H -1.2176 1.4746 2.0866 0.29 -0.17 0.03 0.001
H 0.0052 0.5683 3.0522 -0.13 0.23 -0.21 0.002
H 0.4898 2.0071 2.0798 -0.17 -0.21 0.04 0.001
O -2.0174 1.1008 -1.3232 -0.86 2.75 -1.95 0.002
H -1.6461 1.5616 -2.1206 -0.56 -0.68 1.01 -0.001
H -2.5201 1.7682 -0.8412 -0.09 0.00 -0.13 0.000
```
Positions in Å, forces in eV/Å.

Its multiplicity is 2. Its net charge is +1. As for the expectation value of S²: 0.7663. The orbital gap (spin up / spin down) comes out at 9.83 / 7.09 eV. For the HOMO energy (spin up / spin down), the calculation gives -13.468 / -13.411 eV. The value obtained for the lowest unoccupied orbital energy (spin up / spin down) is -3.6 / -6.3 eV.